Entry 1:
This record from OMol25 describes a molecular structure, C47H34N2O6PtS4. The level of theory is ωB97M-V/def2-TZVPD.

```
94
C47H34N2O6PtS4 (ωB97M-V/def2-TZVPD)
Pt -1.212 -1.343 -0.289
S -1.144 -2.474 2.028
S 1.445 3.053 0.260
S -4.458 -2.893 -0.271
S -1.688 1.517 0.198
O -2.495 1.152 1.399
O -5.489 -1.911 -0.407
O 2.848 2.561 0.288
O 0.652 -0.563 -0.796
O -4.109 -3.701 -1.406
O 2.689 -1.144 -1.507
N -0.191 -3.114 -1.090
N -3.066 -2.227 0.357
C 0.202 -5.443 -1.220
C -1.503 5.386 -1.124
C 1.547 7.611 0.311
C -1.274 3.984 -0.994
C 1.119 -2.874 -1.175
C 1.430 1.868 -3.578
C -4.770 -5.258 3.522
C 1.498 4.835 0.260
C -3.693 -4.427 3.244
C -2.763 -0.198 -3.318
C -0.699 3.023 -3.255
C -1.966 3.410 -3.767
C -1.436 2.396 -5.888
C 0.188 2.314 -4.096
C -3.068 5.256 0.752
C 0.736 6.904 1.188
C -2.843 3.917 0.871
C -5.823 -4.715 1.409
C 2.360 6.901 -0.576
C -4.019 1.047 -1.175
C -4.762 0.500 -2.201
C -2.633 0.972 -1.228
C -5.820 -5.401 2.618
C 1.778 2.113 -2.283
C -4.985 -0.775 -4.355
C 1.567 -5.206 -1.304
C -0.212 2.016 -5.424
C -1.951 3.293 -0.027
C 0.896 2.838 -1.456
C 2.035 -3.904 -1.295
C -4.745 -3.894 1.154
C -3.699 -3.741 2.043
C 2.341 5.520 -0.608
C -1.048 7.512 -2.180
C -2.626 7.416 -0.365
C 1.533 9.114 0.289
C -4.148 -0.139 -3.282
C -2.694 -2.802 1.488
C -0.656 -4.364 -1.112
C 0.713 5.515 1.171
C 1.556 -1.414 -1.165
C -2.411 6.020 -0.248
C -0.323 3.277 -1.902
C -0.824 6.169 -2.091
C -2.326 3.102 -5.045
C -1.995 0.341 -2.289
C -1.962 8.145 -1.308
H -5.567 -1.601 -3.941
H 0.069 4.965 1.849
H -0.912 0.334 -2.361
H 2.091 1.298 -4.219
H -3.300 3.393 -5.416
H -4.365 -1.169 -5.159
H -0.519 8.098 -2.920
H 3.083 -3.653 -1.375
H -6.637 -4.817 0.705
H -6.646 -6.056 2.860
H -5.688 -0.057 -4.781
H -0.198 -6.446 -1.237
H 2.261 -6.033 -1.380
H -1.732 2.156 -6.901
H -2.872 -4.307 3.939
H -3.750 5.758 1.427
H -0.115 5.688 -2.754
H 2.696 1.735 -1.855
H -3.325 7.893 0.311
H -2.132 9.211 -1.390
H 1.034 9.517 1.169
H -2.264 -0.680 -4.151
H -2.658 3.938 -3.122
H 0.108 7.442 1.888
H 0.476 1.470 -6.059
H -1.733 -4.476 -1.060
H 2.975 4.967 -1.291
H -5.844 0.530 -2.152
H 1.003 9.480 -0.593
H 3.009 7.447 -1.251
H -3.316 3.313 1.633
H -4.797 -5.803 4.456
H 2.546 9.519 0.255
H -4.502 1.488 -0.312
```

As for the total charge: 0. As for the multiplicity: 3. The expectation value of S² is 2.01. As for the frontier orbital gap (spin up / spin down): 6.9 / 6.8 eV.


Entry 2:
This record from OMol25 describes a molecular structure, C6H14ClI2NO3PRh. The level of theory is ωB97M-V/def2-TZVPD.

```
29
C6H14ClI2NO3PRh (ωB97M-V/def2-TZVPD)
I -4.494 -0.673 -1.475
I -3.980 1.834 -1.220
Rh 0.575 0.070 0.096
Cl 2.968 -0.209 -0.063
P 0.704 -0.013 -2.117
O 0.629 0.101 2.254
O -0.890 1.787 2.601
O -2.207 -0.484 1.066
N 0.137 -0.929 4.375
C -0.141 0.897 2.981
C 1.483 -1.466 -2.922
C -0.199 0.475 4.440
C -0.964 -0.004 -2.926
C 1.530 1.415 -2.940
C -1.142 -0.330 0.588
H -1.552 -0.861 -2.568
H 0.935 -2.400 -2.635
H 1.594 1.376 -4.037
H 0.764 -1.153 3.609
H -1.190 0.633 4.773
H 1.009 2.352 -2.665
H 0.466 -1.310 5.260
H -1.504 0.900 -2.597
H -0.916 -0.020 -4.022
H 2.566 1.502 -2.545
H 1.519 -1.457 -4.041
H 0.536 0.957 5.068
H -0.744 -1.406 4.222
H 2.510 -1.582 -2.560
```

As for the total charge: +2. As for the multiplicity: 5. The expectation value of S² is 6.02. As for the frontier orbital gap (spin up / spin down): 8.7 / 4.1 eV.


So what do the calculations give for relative energy (zero: lowest compared OMol25 entry of this formula, charge and spin)? Going down the list: 0.8; 5.3 kcal/mol.
So what do the calculations give for energy? Going down the list: -4084.43502; -2024.29772 Ha.